Molecular formula: C45H95O35P5
Method: DFT, the ωB97M-V functional and the def2-TZVPD basis

Last column: Löwdin charge in e.
Atoms and positions in Å:
C1 17.2182 18.2328 19.4091  -0.05
C2 16.5066 17.9029 20.7138  -0.28
O1 16.2358 19.0886 21.3629  -0.13
P1 16.5436 19.2645 22.8822  0.44
O2 17.9686 18.9734 23.3300  -0.26
O3 15.5459 18.3516 23.7151  -0.16
C3 15.8419 17.5795 24.8381  -0.30
C4 15.7491 16.1038 24.5453  -0.07
O4 15.9848 20.7389 23.0031  -0.16
C5 16.0777 21.4162 24.2476  -0.28
C6 14.7558 21.7044 24.8546  -0.07
H1 17.4354 17.3767 18.7699  0.06
H2 16.5535 18.8195 18.7753  0.06
H3 18.1469 18.7396 19.5958  0.08
H4 15.6057 17.3496 20.5211  0.10
H5 17.1152 17.2125 21.3100  0.11
H6 16.7306 17.8551 25.4101  0.12
H7 15.0807 17.8301 25.5824  0.12
H8 14.9046 15.8027 23.9419  0.07
H9 16.5295 15.7587 23.8626  0.07
H10 15.7848 15.5191 25.4715  0.08
H11 16.6022 20.7170 24.9491  0.12
H12 16.7099 22.2673 24.0211  0.13
H13 14.0613 22.0329 24.0825  0.09
H14 14.2734 20.7847 25.1609  0.07
H15 14.8694 22.4174 25.6585  0.08
C7 19.0148 16.9977 16.4787  -0.06
C8 20.2934 16.1786 16.6597  -0.25
O5 20.3640 15.6554 17.9883  -0.18
P2 21.0353 16.5906 19.0963  0.38
O6 21.5691 17.8795 18.5960  -0.23
O7 19.8343 16.6399 20.1119  -0.17
C9 20.0442 17.3069 21.3556  -0.26
C10 20.4105 16.3485 22.4960  -0.06
O8 22.0790 15.6552 19.8005  -0.18
C11 23.3248 15.3715 19.1909  -0.26
C12 23.2336 14.0249 18.4755  -0.07
H16 19.0056 17.9919 16.9866  0.09
H17 18.8523 17.1100 15.4021  0.07
H18 18.1419 16.4094 16.8296  0.08
H19 20.2057 15.3087 16.0093  0.12
H20 21.1353 16.8366 16.4967  0.10
H21 20.8636 18.0063 21.2298  0.12
H22 19.1317 17.8373 21.6531  0.08
H23 19.5932 15.6502 22.7183  0.08
H24 21.2953 15.7760 22.2362  0.06
H25 20.5757 16.8488 23.4483  0.08
H26 23.6685 16.2526 18.6658  0.11
H27 24.0279 15.0955 20.0071  0.13
H28 22.7835 13.3419 19.1905  0.08
H29 22.6053 14.0346 17.5688  0.07
H30 24.2555 13.7417 18.1867  0.08
C13 19.1377 8.7604 14.5093  -0.07
C14 18.2051 8.9649 13.3531  -0.29
O9 17.1059 9.7223 13.7878  -0.14
P3 16.9852 11.2111 13.3445  0.40
O10 18.1576 11.6798 12.4858  -0.27
O11 15.5836 11.3392 12.6528  -0.14
C15 15.0280 12.6453 12.4803  -0.26
C16 14.1277 13.1055 13.6112  -0.06
O12 16.8585 12.0589 14.6348  -0.17
C17 17.9823 12.2302 15.4821  -0.24
C18 17.4992 13.2941 16.4600  -0.06
H31 18.5462 8.5404 15.3930  0.08
H32 19.9846 8.1228 14.3155  0.08
H33 19.5905 9.6906 14.8218  0.06
H34 18.6751 9.4672 12.5035  0.10
H35 17.8105 8.0175 12.9639  0.13
H36 15.8123 13.3794 12.3139  0.10
H37 14.5084 12.5687 11.5403  0.11
H38 13.2807 12.4174 13.8032  0.10
H39 14.6879 13.2891 14.5140  0.05
H40 13.6730 14.0513 13.3804  0.07
H41 18.1837 11.3337 16.0718  0.12
H42 18.8516 12.4966 14.8965  0.11
H43 17.2269 14.2119 15.9439  0.06
H44 16.5780 13.0244 17.0200  0.09
H45 18.2714 13.5162 17.2090  0.08
C19 20.5684 18.6699 12.0967  -0.05
C20 22.0550 19.0528 11.9874  -0.25
O13 22.6558 18.9321 13.2652  -0.19
P4 23.5938 20.1178 13.7316  0.37
O14 24.1744 21.0553 12.7670  -0.22
O15 22.7239 20.9942 14.7565  -0.16
C21 22.0255 20.2418 15.7099  -0.30
C22 20.6182 20.8110 15.9021  -0.06
O16 24.5845 19.2320 14.5848  -0.16
C23 25.7231 19.9822 15.1058  -0.25
C24 26.6839 19.0933 15.8557  -0.07
H46 20.5053 17.7524 12.6770  0.07
H47 20.0035 19.4693 12.5868  0.08
H48 20.2546 18.3988 11.0824  0.07
H49 22.5492 18.3157 11.3468  0.12
H50 22.2956 20.0432 11.6064  0.11
H51 21.9719 19.1688 15.4198  0.11
H52 22.5677 20.3348 16.6669  0.13
H53 20.1411 20.3657 16.7867  0.07
H54 20.6500 21.8964 16.0423  0.08
H55 20.0116 20.5986 15.0344  0.06
H56 26.2448 20.5056 14.2935  0.12
H57 25.3424 20.7695 15.7621  0.12
H58 26.1558 18.4791 16.5478  0.06
H59 27.2400 18.4045 15.2075  0.08
H60 27.3759 19.6960 16.4269  0.08
C25 16.4054 20.4479 9.9344  -0.06
C26 14.9424 20.9261 10.1176  -0.23
O17 14.0187 19.8461 9.8701  -0.18
P5 13.7393 18.8268 11.0569  0.41
O18 13.9941 19.3807 12.4162  -0.24
O19 14.5880 17.4909 10.8356  -0.22
C27 14.3751 16.6406 9.6118  -0.17
C28 14.7633 15.2504 10.1127  -0.07
O20 12.2476 18.3652 10.7429  -0.19
C29 11.0303 18.9918 11.2742  -0.22
C30 10.3529 19.9039 10.2901  -0.08
H61 16.7447 20.1367 8.9486  0.08
H62 17.1155 21.2177 10.2705  0.08
H63 16.6060 19.5579 10.5223  0.05
H64 14.7762 21.2591 11.1491  0.11
H65 14.6744 21.6791 9.4060  0.11
H66 13.3245 16.7217 9.2923  0.12
H67 15.0978 17.0252 8.8811  0.12
H68 14.9298 14.6387 9.2272  0.08
H69 15.7098 15.2820 10.6755  0.05
H70 14.0046 14.7673 10.7365  0.07
H71 10.4236 18.1432 11.5931  0.13
H72 11.3318 19.5936 12.1180  0.10
H73 11.0608 20.6522 9.8869  0.08
H74 10.0356 19.4228 9.3615  0.08
H75 9.5127 20.4477 10.7294  0.08
O21 18.0965 16.9735 10.3901  0.13
C31 18.6633 15.9117 10.3607  -0.59
O22 19.9175 15.7727 9.9078  0.06
C32 20.3107 14.4086 9.9024  -0.10
C33 19.2297 13.7517 10.7955  -0.10
O23 18.2076 14.7815 10.8898  0.05
H76 20.3144 13.9053 8.9358  0.13
H77 21.3291 14.3663 10.3616  0.14
H78 19.5709 13.4578 11.7800  0.11
H79 18.7874 12.8594 10.3315  0.12
O24 13.3972 19.9195 19.4257  0.18
C34 14.0531 20.4792 18.6184  -0.60
O25 15.2553 21.0314 18.8269  0.06
C35 15.7657 21.7911 17.7938  -0.11
C36 14.8539 21.2543 16.6462  -0.08
O26 13.8027 20.5713 17.3253  0.05
H80 15.5095 22.8379 17.8511  0.12
H81 16.7794 21.6655 17.5197  0.12
H82 15.4811 20.4843 16.1847  0.11
H83 14.4866 21.9721 15.9003  0.14
O27 12.7843 14.3800 16.1121  0.20
C37 13.2247 14.7531 17.1291  -0.63
O28 14.4815 14.6758 17.4824  0.06
C38 14.7852 15.4272 18.5978  -0.14
C39 13.3694 15.4372 19.2003  -0.12
O29 12.4911 15.2714 18.1167  0.09
H84 15.5270 14.9422 19.2340  0.14
H85 15.1377 16.4510 18.3150  0.11
H86 13.1372 16.3448 19.7484  0.13
H87 13.4040 14.5844 19.9076  0.14
O30 9.3360 16.3262 15.3265  0.17
C40 10.2744 16.9985 15.5481  -0.56
O31 11.0420 17.5712 14.5478  0.03
C41 11.8496 18.5962 15.1341  -0.11
C42 11.9485 18.1319 16.5701  -0.12
O32 10.8147 17.2878 16.7517  0.06
H88 12.7984 18.5427 14.5974  0.12
H89 11.3691 19.5570 15.1420  0.13
H90 11.8569 18.9662 17.2806  0.12
H91 12.8486 17.5528 16.9002  0.12
O33 15.4158 17.9141 16.6054  0.09
C43 15.8358 17.6861 15.4651  -0.56
O34 15.7360 16.4835 14.8862  0.06
C44 16.3250 16.4967 13.5644  -0.07
C45 16.7697 17.9759 13.4131  -0.06
O35 16.6617 18.4615 14.7819  0.05
H92 17.1642 15.8653 13.3029  0.11
H93 15.5028 16.1533 12.9207  0.12
H94 16.1523 18.4932 12.6846  0.08
H95 17.8308 18.0773 13.1401  0.11

Atomic forces in eV per Å
C -0.752 -0.367 -0.522
C 1.289 -1.791 -1.402
O -0.679 1.026 0.888
P 2.783 -0.256 1.407
O -2.545 0.776 -0.917
O -0.298 0.767 -1.209
C -0.729 -0.575 1.790
C 0.766 -0.586 -0.548
O -0.241 -0.701 -0.656
C 1.507 -1.285 0.889
C -0.966 -0.095 -0.963
H 0.034 -0.352 0.498
H 0.109 0.398 0.213
H 0.373 0.400 0.082
H -0.796 0.012 -0.113
H 0.148 0.256 0.173
H 0.583 0.012 -0.901
H -0.423 -0.062 -0.178
H -0.933 0.369 0.360
H 0.651 0.183 0.413
H -0.005 0.083 -0.245
H 0.126 0.879 -0.351
H -0.070 0.335 0.446
H 0.065 0.725 0.020
H 0.157 -0.260 0.610
H -0.253 0.108 0.225
C -0.546 -0.175 0.081
C -1.426 0.562 0.100
O 0.551 0.259 0.272
P -0.712 0.418 -0.754
O -0.247 -0.853 0.286
O 0.109 -0.315 -0.007
C 0.160 0.192 1.656
C -0.490 -0.460 -0.245
O -0.338 0.153 0.785
C 0.803 -1.504 0.823
C -0.039 0.765 -1.055
H 0.195 -0.799 -0.423
H 0.089 0.368 0.053
H 0.443 0.295 -0.007
H 0.534 0.079 -0.102
H 0.459 -0.259 -0.453
H -0.016 0.437 0.008
H 0.327 0.020 -0.426
H 0.082 0.016 -0.336
H 0.111 -0.109 0.046
H 0.126 0.461 -0.204
H 0.221 -0.063 -0.436
H -0.358 0.973 -0.185
H 0.217 -0.285 -0.056
H 0.218 0.082 0.341
H -0.347 -0.259 0.144
C -0.025 0.885 0.573
C 0.827 -1.163 -1.078
O -1.070 0.186 0.284
P 2.463 1.413 -2.902
O -2.005 -0.939 1.460
O 0.261 -0.638 0.816
C -0.529 0.769 -0.179
C -0.345 -0.806 -0.061
O -0.675 -0.184 0.289
C -0.816 0.647 1.558
C 0.219 0.378 0.705
H 0.065 -0.923 0.070
H -0.109 -0.712 -0.016
H 0.202 0.691 -0.328
H 0.109 -0.022 0.214
H 0.028 0.097 0.286
H 0.389 0.008 0.063
H -0.430 0.021 -0.292
H 0.631 0.193 -0.023
H 0.095 -0.229 0.353
H -0.185 0.557 -0.403
H 0.007 -0.305 -0.381
H 0.224 0.226 -0.086
H 0.166 0.163 -0.169
H 0.606 -0.333 -0.518
H -0.071 0.053 -0.183
C 1.139 0.304 -0.467
C -0.626 -0.783 -0.540
O 0.464 0.288 0.412
P -0.055 0.960 0.243
O -0.024 -0.644 -0.248
O 0.623 -0.399 -1.106
C -0.995 -0.542 1.862
C 0.326 -0.088 0.268
O 0.928 0.382 0.318
C 0.290 0.488 -0.022
C -0.041 -0.364 -0.627
H -0.029 -0.050 0.233
H -0.181 -0.231 -0.338
H -0.515 0.467 0.261
H 0.004 0.134 -0.060
H -0.500 0.058 -0.306
H 0.020 0.689 0.358
H -0.142 -0.303 -0.294
H 0.185 0.023 -0.236
H 0.101 -0.153 -0.017
H -0.297 -0.038 -0.309
H -0.305 -0.284 -0.044
H -0.092 -0.118 0.099
H -0.529 -0.452 0.678
H -0.083 0.337 -0.030
H 0.261 0.222 -0.001
C 0.081 0.272 0.433
C 1.210 -0.901 0.122
O 0.009 -0.293 0.130
P -0.696 -0.381 1.107
O -0.143 -0.348 -1.091
O -1.010 0.641 -0.970
C 0.654 0.209 1.775
C 0.139 0.084 -0.546
O 0.202 0.106 -0.122
C 0.609 -0.184 0.012
C 0.549 0.528 -1.379
H -0.607 0.324 -0.429
H -0.308 -0.083 -0.015
H -0.142 -0.085 0.471
H 0.169 0.141 -0.316
H -0.107 0.533 -0.291
H 0.524 0.000 0.029
H -0.417 -0.188 -0.001
H 0.000 -0.331 0.022
H -0.345 0.156 -0.311
H -0.027 0.321 -0.147
H -0.032 0.267 0.050
H 0.012 -0.082 0.559
H -0.111 -0.105 0.596
H -0.309 -0.397 0.326
H 0.084 -0.250 0.081
O -0.037 -0.720 -0.149
C 0.099 1.223 0.653
O 0.185 0.158 -1.014
C 0.429 -0.755 1.557
C -0.007 -0.377 -0.609
O 0.138 -0.673 0.000
H 0.052 0.693 -0.314
H -0.836 -0.097 -0.476
H -0.114 0.224 0.173
H 0.068 0.414 0.244
O -0.448 -0.176 0.514
C 1.168 -0.089 -0.696
O 1.318 0.078 3.058
C -3.150 0.634 -2.470
C 1.550 -0.893 -0.476
O -1.234 0.575 -1.390
H 0.302 0.547 0.938
H 1.107 -0.491 0.463
H -0.562 0.006 -0.554
H -0.060 -0.253 0.511
O -0.740 -0.612 -2.002
C -0.853 0.107 0.548
O 2.613 -1.278 -1.751
C -0.722 2.044 0.884
C 1.211 0.246 2.244
O -0.005 0.193 0.698
H -0.126 -0.117 -0.162
H -0.192 -0.869 0.025
H -0.177 0.071 -0.043
H -0.943 0.185 -0.378
O -0.867 -0.539 0.115
C 1.606 0.515 -0.430
O -0.901 0.238 0.405
C 0.916 -1.474 0.183
C 0.911 0.020 1.803
O -0.809 -0.041 -0.564
H -0.104 0.624 0.096
H -0.244 0.498 -0.620
H 0.030 -0.294 -0.275
H -0.553 0.503 -0.794
O 0.545 -0.051 -2.736
C 0.483 -0.845 2.932
O 0.153 -0.520 -0.132
C -1.020 0.930 -0.791
C 0.559 -0.836 -0.024
O -0.706 1.113 -0.963
H 0.273 -0.701 1.180
H 0.318 0.648 -0.141
H -0.164 0.438 0.519
H -0.436 -0.111 0.065

As for the orbital gap: 0.3836 Ha. The energy comes out at -166326.03972 eV. The energy above the lowest of the compared OMol25 structures with the same formula, charge and spin comes out at 0.0000 eV. The HOMO energy is -10.2413 eV. The SMILES is CCOP(=O)(OCC)OCC.CCOP(=O)(OCC)OCC.CCOP(=O)(OCC)OCC.CCOP(=O)(OCC)OCC.CCOP(=O)(OCC)OCC.O=C1OCCO1.O=C1OCCO1.O=C1OCCO1.O=C1OCCO1.O=C1OCCO1.